Record 1
The following is a quantum chemistry calculation of C44H60O4S4 as an isolated structure in a non-equilibrium geometry, from the Open Molecules 2025 dataset.

```
112
Properties=species:S:1:pos:R:3:forces:R:3:lowdin_charge:R:1
C 1.360 3.699 -3.582 -2.44 -7.56 5.91 -0.248
S 2.731 2.546 -3.830 1.32 3.09 -1.33 0.832
O 3.123 2.601 -5.288 -1.10 -0.98 0.49 -0.572
C 3.877 3.873 -3.271 4.40 -9.61 2.06 -0.258
H 1.271 4.261 -4.324 -0.14 5.51 -6.10 -0.038
H 1.231 4.066 -2.563 0.66 0.38 -0.23 0.072
H 0.458 3.004 -3.673 0.80 0.72 0.02 0.049
H 4.887 3.409 -3.857 -2.48 1.86 1.93 0.127
H 3.935 3.663 -2.148 0.50 0.40 -1.20 0.048
H 3.712 4.811 -3.377 -1.59 6.05 -1.59 -0.042
C -4.861 -1.466 1.463 0.74 2.35 -2.37 -0.253
S -3.785 -1.045 2.794 -0.15 1.01 -0.43 0.965
O -3.504 -2.227 3.670 -3.85 2.58 -4.69 -0.545
C -2.243 -0.879 1.829 -4.31 3.10 0.86 -0.231
H -5.752 -1.767 1.872 -2.42 -0.14 1.29 0.012
H -4.717 -2.224 0.698 1.26 -0.11 0.07 0.073
H -4.959 -0.432 0.936 -0.23 -1.77 0.67 0.079
H -2.337 -0.222 0.937 -1.66 -2.01 1.22 0.053
H -2.085 -1.855 1.857 1.35 -4.62 -1.66 0.024
H -1.562 -0.533 2.538 0.35 1.04 0.81 -0.002
C 0.369 -2.011 -4.738 1.35 1.10 -3.18 -0.193
S -0.749 -0.781 -4.049 5.90 4.25 1.61 0.877
O 0.053 0.555 -4.025 -0.91 -1.42 -1.11 -0.522
C -1.821 -0.850 -5.391 1.28 7.68 -1.57 -0.224
H -0.208 -2.901 -4.885 -0.10 -0.28 -0.61 0.022
H 1.380 -2.329 -4.476 -0.21 0.71 1.44 0.067
H 0.605 -1.415 -5.717 -0.42 -1.56 1.17 0.096
H -2.260 0.296 -5.395 1.47 -2.72 -0.75 0.182
H -2.513 -1.784 -5.278 11.03 -0.78 -14.48 -0.118
H -1.477 -1.141 -6.339 0.57 -0.99 -1.74 0.113
C -2.770 2.171 -2.031 -0.44 5.12 1.89 -0.220
S -3.448 3.230 -3.469 -0.18 -3.31 -0.86 0.977
O -3.901 2.151 -4.545 0.89 3.30 1.84 -0.600
C -4.977 3.665 -2.668 -0.08 -0.02 -2.16 -0.258
H -2.664 2.802 -1.120 0.44 0.12 -0.80 0.078
H -1.882 1.716 -2.404 0.81 0.00 -0.05 0.036
H -3.531 1.346 -1.880 3.87 10.14 7.97 -0.018
H -5.693 3.844 -3.496 0.39 0.30 0.74 0.079
H -4.799 4.426 -1.980 0.12 1.87 0.76 0.019
H -5.283 2.867 -2.083 -0.80 -1.88 0.84 0.018
C 7.124 1.446 2.130 -0.17 -0.21 -3.18 -0.079
C 8.306 1.028 1.440 1.33 -1.48 3.39 -0.141
C 8.881 1.528 0.294 0.85 0.31 -1.71 -0.129
C 8.015 2.320 -0.445 -1.29 2.20 -1.79 -0.153
C 6.750 2.824 0.012 0.07 -0.32 1.89 -0.052
C 6.306 2.323 1.359 4.27 -0.60 -2.45 -0.082
H 6.734 0.882 3.035 0.69 1.01 -1.28 0.119
H 8.846 0.227 1.984 0.03 0.58 -0.32 0.098
H 9.993 1.403 -0.212 -3.13 -0.44 1.86 0.165
H 8.323 2.566 -1.508 -0.34 0.14 1.45 0.109
H 6.196 3.710 -0.564 1.06 -2.57 1.25 0.124
H 5.371 2.336 1.726 -3.41 1.37 0.89 0.023
C 5.577 -5.028 3.454 -8.14 5.74 0.26 0.002
C 5.476 -3.579 2.927 -6.38 -5.03 6.84 0.001
C 4.428 -2.715 3.372 1.73 -4.53 -1.71 -0.071
C 3.274 -3.253 3.943 -1.40 0.60 1.32 -0.142
C 3.093 -4.548 4.327 6.41 -1.42 -2.51 -0.032
C 4.336 -5.447 4.058 -0.89 3.90 -0.59 -0.027
H 6.426 -5.528 3.527 3.55 -2.43 -0.32 0.028
H 6.231 -3.261 2.471 6.12 2.96 -3.89 -0.001
H 4.479 -1.795 2.926 -0.25 2.56 -0.48 0.053
H 2.440 -2.622 4.223 0.08 0.58 -0.25 0.081
H 2.276 -4.976 4.808 -1.34 -0.41 0.58 0.071
H 4.086 -6.380 4.408 0.50 -2.47 0.75 0.042
C -2.197 -2.350 -3.676 1.26 -7.74 6.58 -0.288
C -1.846 -1.737 -2.292 -3.26 -2.15 -0.51 -0.105
C -2.532 -0.554 -2.013 2.59 -2.94 2.23 -0.220
C -3.357 0.130 -2.830 -1.33 -11.00 -10.69 -0.121
C -3.662 -0.356 -4.237 -0.25 0.11 7.05 0.037
C -3.015 -1.703 -4.575 -11.12 4.53 10.78 -0.293
H -1.948 -3.570 -3.968 -0.88 3.66 1.33 0.184
H -1.240 -2.226 -1.404 -0.96 0.79 -2.51 0.166
H -2.141 -0.015 -1.180 -0.18 0.24 0.92 0.067
H -3.711 0.881 -2.344 -6.25 -4.13 -6.55 -0.086
H -4.116 0.378 -4.869 -0.59 -0.73 -0.55 0.068
H -3.316 -2.190 -5.560 -3.95 -2.09 1.13 0.228
C -4.110 5.111 1.296 8.10 0.43 2.63 -0.102
C -2.823 4.376 1.823 -1.39 -2.37 -0.34 0.005
C -2.780 2.986 1.989 -8.45 5.96 -3.34 -0.065
C -3.897 2.224 1.546 -1.54 9.62 -1.87 -0.096
C -4.998 2.847 0.967 0.78 2.63 1.46 -0.013
C -5.133 4.423 0.944 -4.19 -5.35 -2.27 -0.103
H -3.817 6.139 1.204 -1.13 0.67 -0.10 0.089
H -1.789 4.626 2.059 -0.54 2.09 -0.23 0.095
H -1.996 2.514 2.164 7.15 -3.84 2.21 0.012
H -3.809 1.329 1.763 0.02 -8.72 1.22 -0.052
H -5.818 2.235 0.666 -0.63 -0.07 -0.25 0.076
H -6.102 4.888 0.510 1.82 -0.93 0.82 0.133
C -0.898 -4.542 3.433 -0.40 -4.04 -0.86 -0.101
C -2.196 -5.273 3.790 1.24 3.85 0.40 -0.077
C -3.150 -4.537 4.506 0.38 -2.25 1.28 -0.120
C -2.779 -3.211 4.884 1.02 -0.15 2.84 -0.263
C -1.548 -2.515 4.590 2.83 -2.32 0.23 -0.068
C -0.513 -3.261 3.760 -11.59 -2.13 4.64 -0.090
H -0.114 -5.225 2.966 -1.11 1.03 0.35 0.096
H -2.542 -6.264 3.557 1.03 -0.43 -0.52 0.073
H -4.118 -5.193 4.961 2.60 2.52 -1.37 0.162
H -3.554 -2.659 5.446 1.13 -0.86 0.92 0.120
H -1.375 -1.421 4.961 -0.42 -2.26 -0.68 0.132
H 0.284 -2.799 3.639 7.56 3.51 -1.72 -0.028
C 1.917 0.813 -0.270 4.66 0.23 1.51 -0.045
C 2.657 0.482 1.148 -5.36 0.81 -2.62 0.033
C 1.767 -0.006 2.172 3.83 2.44 -4.81 -0.097
C 0.410 -0.049 2.068 0.05 -0.57 -0.50 -0.118
C -0.212 0.235 0.897 4.99 1.81 -3.36 -0.061
C 0.584 0.619 -0.361 -1.94 -1.34 3.32 -0.061
H 2.648 1.179 -1.201 -2.25 -1.18 2.56 0.119
H 3.673 0.813 1.300 0.16 -0.62 -0.08 0.054
H 2.295 -0.401 2.932 1.18 -1.06 3.23 0.044
H 0.005 -0.515 2.932 -0.86 0.06 0.51 0.079
H -1.213 0.192 0.738 -0.33 0.64 -0.69 -0.026
H -0.053 0.549 -1.236 0.61 0.65 -0.44 0.063
```
Forces are in eV/Å.

Properties
- Net charge: 0
- E_LUMO: 0.083 eV
- Relative energy (zero: lowest compared OMol25 entry of this formula, charge and spin): 486.4 kcal per mole
- Frontier orbital gap: 6.85 eV
- Calculated total energy: -3604.618589 hartree

Record 2
The following is a quantum chemistry calculation of one molecule with the formula C6H10S2 in a non-equilibrium geometry, from the Open Molecules 2025 dataset.

```
18
Properties=species:S:1:pos:R:3:forces:R:3:nbo_charge:R:1
C -2.557 -0.070 -0.925 0.74 0.83 -0.12 -0.655
C -1.111 -0.185 -1.463 -4.15 0.35 -0.56 -0.204
C -0.229 -0.574 -0.618 4.18 -1.38 2.91 -0.105
C 1.106 -1.132 -1.028 0.17 2.54 -2.07 -0.533
C -0.632 1.126 1.430 0.82 -0.14 -0.84 -0.348
C -1.306 1.696 2.402 -1.82 -2.65 0.30 -0.408
H -3.359 -0.542 -1.426 -0.26 -1.46 -1.19 0.225
H -2.773 -0.248 0.129 0.90 -0.20 -0.01 0.231
H -2.871 0.912 -1.098 -0.41 2.13 0.01 0.214
H -0.896 0.045 -2.537 -0.21 -0.66 1.05 0.229
H 1.124 -1.340 -2.093 -0.59 -0.83 0.08 0.219
H 1.305 -1.957 -0.426 0.74 -1.53 0.85 0.228
H 1.750 1.350 -1.284 2.01 -3.15 0.51 0.142
H -0.134 1.695 0.628 0.02 0.09 0.82 0.209
H -1.241 2.681 2.535 0.28 4.06 0.05 0.190
H -2.136 1.309 3.012 1.07 -0.79 -0.03 0.206
S 2.602 0.000 -1.044 -2.38 3.07 0.24 -0.088
S -0.252 -0.567 1.280 -1.10 -0.29 -2.00 0.248
```
Forces are in eV/Å.

Properties
- Net charge: 0
- SMILES: C=CS/C(=C\C)CS
- E_LUMO: 0.542 eV
- Relative energy (zero: lowest compared OMol25 entry of this formula, charge and spin): 74.8 kcal per mole
- Frontier orbital gap: 9.10 eV
- Calculated total energy: -1030.858728 hartree

Record 3
The following is a quantum chemistry calculation of a 8-piece molecular cluster, F6H14O7P overall in a non-equilibrium geometry, from the Open Molecules 2025 dataset.

```
28
Properties=species:S:1:pos:R:3:forces:R:3:nbo_charge:R:1
P 10.239 -0.518 -21.121 0.41 -1.76 0.57 2.605
F 10.933 -0.190 -19.644 -0.32 -0.51 0.18 -0.616
F 9.223 0.682 -20.723 0.32 0.19 -1.56 -0.587
F 11.395 0.358 -21.767 0.12 0.93 0.27 -0.579
F 9.765 -0.785 -22.657 -0.69 0.26 0.65 -0.591
F 11.202 -1.854 -21.118 0.06 0.50 -0.65 -0.602
F 9.090 -1.534 -20.585 0.02 0.39 0.36 -0.593
O 10.355 2.105 -18.199 0.00 -0.14 -0.13 -0.973
H 10.626 1.375 -18.785 -0.09 0.31 0.24 0.496
H 10.526 1.779 -17.311 -0.02 -0.02 -0.05 0.465
O 7.373 2.516 -22.466 -0.04 0.08 -0.12 -0.958
H 7.765 1.736 -22.056 0.02 0.07 0.07 0.486
H 6.918 2.961 -21.743 0.02 -0.21 0.07 0.469
O 9.825 -1.972 -17.718 0.04 0.17 -0.03 -0.961
H 10.050 -1.354 -18.434 -0.05 -0.33 0.36 0.487
H 9.834 -2.835 -18.139 0.01 0.06 -0.06 0.464
O 8.167 -3.423 -22.565 -0.08 -0.26 -0.14 -0.962
H 8.573 -3.202 -21.719 -0.01 0.15 -0.07 0.485
H 8.446 -2.709 -23.148 0.05 0.05 0.15 0.474
O 12.332 0.708 -24.297 -0.27 -0.11 -0.07 -0.955
H 11.646 0.471 -23.650 0.38 0.11 -0.18 0.492
H 11.986 0.405 -25.142 0.01 0.02 0.05 0.456
O 7.200 2.561 -19.200 -0.09 -0.02 -0.14 -0.961
H 7.641 3.369 -19.480 0.17 -0.10 0.16 0.465
H 7.918 1.918 -19.102 0.02 0.20 0.02 0.496
O 13.834 -1.588 -19.762 -0.01 0.08 -0.06 -0.955
H 12.994 -1.290 -20.143 0.12 -0.14 0.13 0.492
H 14.246 -2.096 -20.466 -0.07 0.03 -0.02 0.459
```
Forces are in eV/Å.

Properties
- Net charge: -1
- E_LUMO: 3.171 eV
- Relative energy (zero: lowest compared OMol25 entry of this formula, charge and spin): 3.9 kcal per mole
- Frontier orbital gap: 11.51 eV
- Calculated total energy: -1475.966366 hartree